45
Properties=species:S:1:pos:R:3:forces:R:3 method="wB97M-V/def2-TZVPD" total_energy_ha=-1089.9086 homo_lumo_gap_ha=0.3454 max_force_ev_per_a=1.8 molar_mass_da=278.3 e_homo_ev=-6.69 total_charge=-1
C -1.08117 -2.62697 0.41581 0.23 -0.18 -0.38
C 0.44788 -2.69814 0.61921 -0.25 0.00 -0.73
C 1.09965 -1.34493 0.39795 1.47 -0.06 0.92
C 1.00132 -3.71348 -0.38154 1.20 -1.18 0.62
N -1.72369 -1.55460 1.14530 -0.38 0.45 -1.19
C -2.23891 -0.41032 0.48191 0.62 -1.21 0.61
O -2.41443 -0.47997 -0.75069 -0.10 -0.04 0.11
O -2.49022 0.56915 1.23046 -0.27 0.59 0.39
H -1.54755 -3.58042 0.70113 0.19 -0.01 -0.08
H -1.24680 -2.51786 -0.68016 -0.21 0.12 0.89
H 0.64980 -3.01148 1.63698 0.12 -0.29 0.34
H 0.77350 -0.60673 1.13085 -0.14 0.08 -0.03
H 0.90918 -0.96130 -0.57433 -0.38 0.35 -0.89
H 2.22237 -1.37205 0.48100 -1.00 -0.24 0.02
H 0.62261 -4.75072 -0.22183 -0.19 0.75 -0.20
H 2.10740 -3.85228 -0.28330 -0.69 0.40 0.07
H 0.84072 -3.40596 -1.41127 -0.28 0.06 -0.10
H -1.45144 -1.44017 2.10356 -0.09 0.15 0.09
H -3.42369 2.49425 -0.88451 0.08 -0.01 0.04
H -2.95053 2.04248 0.53023 -0.02 0.43 -0.69
O -3.05370 2.84787 -0.06459 -0.31 -0.31 0.58
H -1.05221 -0.98690 -1.88612 0.55 0.45 -1.06
H -1.06125 -0.03392 -3.06677 0.01 0.12 -0.01
O -0.52575 -0.76329 -2.70974 -0.44 -0.66 0.78
H 3.65154 -0.13802 2.23782 0.24 0.04 -0.29
H 4.01831 0.44952 0.85811 0.02 -0.26 0.50
O 4.38056 -0.09956 1.60281 -0.20 0.10 -0.04
H -0.37468 0.33546 3.26616 0.25 -0.45 0.24
H -1.40986 1.02914 2.36545 0.07 -0.14 0.04
O -0.62162 1.20078 2.95892 -0.28 0.49 -0.26
H -2.29722 0.87289 -1.83852 -0.17 0.05 -0.25
H -1.43074 2.09321 -2.05504 -0.15 -0.14 -0.53
O -2.08172 1.53185 -2.53891 0.08 0.03 0.36
H 0.93875 1.75845 -2.14772 -0.27 0.39 -0.01
H 0.91565 0.28237 -2.44348 -0.40 -0.57 -0.08
O 1.52623 1.02056 -2.32244 0.54 0.39 -0.04
H 1.07879 3.40147 1.64225 -0.19 -0.16 0.21
H 0.39314 1.96631 1.79426 0.02 0.27 0.45
O 0.93277 2.55202 1.21726 0.18 -0.05 -0.24
H -0.00276 2.85518 -0.24449 -0.27 0.20 -0.19
H -1.48673 3.19179 -0.61309 0.51 0.05 0.04
O -0.56113 3.17284 -0.98322 -0.06 0.04 0.10
H 2.32170 1.89071 0.35670 0.22 0.08 0.49
H 2.62064 1.28367 -0.95249 0.31 -0.39 -0.36
O 3.07526 1.50710 -0.11987 -0.19 0.24 -0.25